# 1
# C52H50Ge2O5RuS5

C52H50Ge2O5RuS5 as an isolated structure (wB97M-V/def2-TZVPD, the OMol25 dataset).

## Properties
- E (eV) = -234770.0952
- frontier orbital gap (spin up / spin down) (eV) = 6.33 / 6.21
- molar mass (g/mol) = 1161.592
- E_HOMO (spin up / spin down) (Ha) = -0.148 / -0.208
- total charge = -1
- multiplicity = 6

```
115
Properties=species:S:1:pos:R:3:lowdin_spin:R:1
Ru 0.667 0.147 0.241 2.19
O -1.283 0.342 4.138 0.19
C -0.858 0.090 3.053 0.20
O 0.212 -0.040 2.451 0.17
C -2.314 -0.242 1.755 0.16
O -3.252 -0.735 2.309 0.17
O -1.891 0.142 0.680 0.19
C 2.222 -3.464 -3.250 0.00
C 3.316 -2.767 -2.482 0.00
C 3.707 -3.211 -1.225 0.00
C 4.690 -2.560 -0.491 0.01
C 5.036 -3.045 0.896 0.01
C 5.300 -1.422 -1.035 0.01
C 4.966 -0.992 -2.325 0.00
C 5.709 0.145 -2.995 0.00
C 3.963 -1.662 -3.019 0.00
C 6.348 -0.680 -0.262 0.00
C 7.624 -1.236 -0.221 0.00
C 8.668 -0.581 0.411 0.00
C 8.444 0.654 0.992 0.00
C 7.180 1.245 0.962 0.00
C 6.107 0.572 0.350 0.00
Ge 4.255 1.258 0.457 0.04
S 2.883 -0.309 1.129 0.37
S 3.589 2.464 -1.304 0.01
Ge 2.365 3.476 0.286 0.03
S 0.393 2.506 0.411 0.25
S 3.805 2.913 1.907 0.03
C 2.073 5.414 0.126 0.01
C 2.323 6.137 -1.055 0.00
C 2.069 7.510 -1.085 0.00
C 1.576 8.169 0.030 0.00
C 1.321 7.454 1.193 0.00
C 1.554 6.083 1.251 0.00
C 1.242 5.346 2.521 0.00
C 2.242 5.110 3.468 0.00
C 3.642 5.663 3.319 0.00
C 1.931 4.361 4.602 0.00
C 0.662 3.852 4.817 0.00
C 0.354 2.980 6.008 0.00
C -0.335 4.154 3.891 0.00
C -0.071 4.900 2.754 0.01
C -1.192 5.245 1.803 0.00
C 2.854 5.500 -2.305 0.00
C 1.984 4.859 -3.189 0.00
C 0.500 4.785 -2.915 0.00
C 2.504 4.271 -4.342 0.00
C 3.858 4.305 -4.629 0.00
C 4.416 3.631 -5.859 0.00
C 4.703 4.974 -3.748 0.00
C 4.223 5.579 -2.596 0.00
C 5.173 6.268 -1.650 0.00
C 7.057 2.576 1.638 0.00
C 7.207 3.756 0.908 0.00
C 7.382 3.745 -0.592 0.00
C 7.173 4.972 1.590 0.00
C 6.963 5.042 2.959 0.00
C 6.885 6.370 3.668 0.00
C 6.807 3.853 3.662 0.00
C 6.858 2.621 3.026 0.00
C 6.638 1.351 3.817 0.00
H 1.950 -4.408 -2.777 0.00
H 2.533 -3.667 -4.278 0.00
H 1.324 -2.841 -3.282 0.00
H 3.208 -4.072 -0.789 0.00
H 4.398 -3.884 1.176 0.00
H 4.885 -2.247 1.627 0.00
H 6.078 -3.363 0.968 0.00
H 6.789 0.041 -2.862 0.00
H 5.430 1.118 -2.593 0.00
H 5.490 0.162 -4.064 0.00
H 3.687 -1.314 -4.013 0.00
H 7.790 -2.191 -0.709 0.00
H 9.653 -1.029 0.443 0.00
H 9.253 1.185 1.484 0.00
H 2.250 8.054 -2.008 0.00
H 1.387 9.236 -0.007 0.00
H 0.932 7.955 2.075 0.00
H 3.856 5.977 2.297 0.00
H 4.387 4.914 3.597 0.00
H 3.774 6.532 3.972 0.00
H 2.719 4.147 5.321 0.00
H 1.221 2.890 6.664 0.00
H 0.063 1.980 5.681 0.00
H -0.476 3.389 6.588 0.00
H -1.340 3.771 4.051 0.00
H -2.048 4.591 1.971 0.00
H -0.888 5.139 0.763 0.00
H -1.514 6.281 1.949 0.00
H 0.117 5.732 -2.530 0.00
H 0.264 4.018 -2.171 0.00
H -0.046 4.528 -3.825 0.00
H 1.827 3.755 -5.018 0.00
H 3.621 3.189 -6.461 0.00
H 5.111 2.835 -5.581 0.00
H 4.963 4.341 -6.483 0.00
H 5.769 5.014 -3.961 0.00
H 6.189 6.252 -2.048 0.00
H 5.175 5.768 -0.676 0.00
H 4.888 7.306 -1.475 0.00
H 8.049 2.944 -0.917 0.00
H 7.785 4.700 -0.940 0.00
H 6.417 3.592 -1.086 0.00
H 7.318 5.891 1.028 0.00
H 7.236 7.180 3.027 0.00
H 7.486 6.369 4.580 0.00
H 5.854 6.594 3.956 0.00
H 6.632 3.886 4.737 0.00
H 6.600 1.564 4.887 0.00
H 7.424 0.617 3.633 0.00
H 5.689 0.882 3.535 0.00
O 0.957 0.704 -2.760 0.00
C 0.850 0.523 -1.653 0.05
S 0.034 -2.956 0.856 0.38
C 0.310 -1.838 -0.201 0.48
```

***

# 2
# C52H51Cl3GeO4TeV

C52H51Cl3GeO4TeV as an isolated structure (wB97M-V/def2-TZVPD, the OMol25 dataset).

## Properties
- E (eV) = -190010.0133
- ΔE to the lowest compared entry with this formula, charge and spin (kJ/mol) = 46.46
- frontier orbital gap (spin up / spin down) (eV) = 6.74 / 6.96
- molar mass (g/mol) = 1097.489
- E_HOMO (spin up / spin down) (Ha) = -0.162 / -0.170
- total charge = -1
- multiplicity = 3

```
113
Properties=species:S:1:pos:R:3:lowdin_spin:R:1
V -2.113 0.675 -0.240 1.96
C -4.165 -0.246 0.132 -0.01
C -3.968 0.998 0.832 -0.01
C -3.630 0.655 2.180 0.01
C -3.618 -0.732 2.304 0.01
C -3.920 -1.289 1.044 0.00
C -4.078 -2.747 0.738 0.00
C -3.373 -1.496 3.574 0.00
C -3.429 1.642 3.290 0.00
C -4.678 2.274 0.446 0.00
C -4.985 -0.400 -1.123 0.00
H -3.815 -2.950 -0.301 0.00
H -5.116 -3.065 0.890 0.00
H -3.437 -3.355 1.378 0.00
H -2.310 -1.635 3.772 0.00
H -3.836 -2.484 3.526 0.00
H -3.802 -0.964 4.426 0.00
H -3.036 2.583 2.902 0.00
H -2.737 1.265 4.043 0.00
H -4.384 1.856 3.786 0.00
H -4.176 3.150 0.857 0.00
H -5.706 2.255 0.827 0.00
H -4.717 2.387 -0.638 0.00
H -4.720 -1.311 -1.666 0.00
H -4.855 0.439 -1.803 0.00
H -6.049 -0.463 -0.866 0.00
Cl -2.433 -2.706 -3.801 0.00
C -1.496 -1.193 -3.753 0.00
Cl 0.238 -1.525 -3.677 0.00
C -1.981 -0.381 -2.533 0.01
O -2.598 0.656 -2.772 0.01
O -1.768 -0.883 -1.376 0.00
H -1.697 -0.647 -4.664 0.00
O -0.281 1.616 -1.531 0.01
C -0.848 2.652 -1.142 0.01
O -1.782 2.623 -0.267 0.00
C -0.439 4.005 -1.700 0.00
C 0.825 3.927 -2.556 0.00
Ge 2.438 3.365 -1.555 0.00
C 3.940 3.375 -2.837 0.00
C 5.248 3.658 -2.444 0.00
C 6.307 3.522 -3.331 0.00
C 6.079 3.074 -4.626 0.00
C 4.786 2.769 -5.028 0.00
C 3.729 2.921 -4.140 0.00
C 2.704 1.642 -0.657 0.00
C 2.608 0.471 -1.411 0.00
C 2.856 -0.763 -0.834 0.00
C 3.196 -0.845 0.511 0.00
C 3.311 0.312 1.265 0.00
C 3.078 1.552 0.680 0.00
C 2.643 4.776 -0.193 0.00
C 1.883 4.685 0.977 0.00
C 1.955 5.665 1.957 0.00
C 2.790 6.761 1.780 0.00
C 3.535 6.878 0.614 0.00
C 3.457 5.895 -0.365 0.00
H -0.304 4.684 -0.855 0.00
H -1.286 4.369 -2.286 0.00
H 1.061 4.913 -2.964 0.00
H 0.647 3.243 -3.387 0.00
H 5.441 3.987 -1.428 0.00
H 7.315 3.761 -3.011 0.00
H 6.907 2.955 -5.314 0.00
H 4.603 2.409 -6.034 0.00
H 2.721 2.677 -4.463 0.00
H 2.326 0.535 -2.457 0.00
H 2.762 -1.664 -1.428 0.00
H 3.371 -1.812 0.968 0.00
H 3.574 0.257 2.315 0.00
H 3.184 2.449 1.278 0.00
H 1.228 3.830 1.124 0.00
H 1.362 5.574 2.859 0.00
H 2.861 7.522 2.547 0.00
H 4.180 7.737 0.467 0.00
H 4.036 5.997 -1.277 0.00
Te -0.482 -3.381 -0.468 0.00
C 0.426 -4.795 0.864 0.00
C -0.333 -5.398 1.865 0.00
C 0.247 -6.292 2.755 0.00
C 1.602 -6.584 2.662 0.00
C 2.368 -5.990 1.668 0.00
C 1.779 -5.105 0.773 0.00
C -1.002 -5.072 -1.675 0.00
C -0.246 -5.440 -2.782 0.00
C -0.604 -6.545 -3.544 0.00
C -1.719 -7.298 -3.201 0.00
C -2.478 -6.938 -2.095 0.00
C -2.120 -5.829 -1.338 0.00
H -1.385 -5.152 1.950 0.00
H -0.358 -6.754 3.526 0.00
H 2.056 -7.275 3.362 0.00
H 3.425 -6.215 1.593 0.00
H 2.379 -4.656 -0.011 0.00
H 0.619 -4.849 -3.059 0.00
H -0.014 -6.815 -4.412 0.00
H -1.993 -8.167 -3.787 0.00
H -3.355 -7.515 -1.828 0.00
H -2.721 -5.542 -0.482 0.00
Cl 0.096 -2.178 3.031 0.00
C 0.016 -0.483 3.430 0.00
C 0.305 -0.124 4.740 0.00
C 0.304 1.210 5.112 -0.01
C 0.018 2.177 4.155 0.00
C -0.261 1.803 2.855 0.00
C -0.276 0.461 2.433 0.00
C -0.470 0.159 1.006 -0.02
H 0.547 -0.898 5.458 0.00
H 0.527 1.489 6.135 0.00
H 0.020 3.227 4.427 0.00
H -0.500 2.553 2.107 0.00
H -0.269 -0.882 0.779 0.00
H 0.230 0.774 0.438 0.00
```